No. 1
76
Properties=species:S:1:pos:R:3:forces:R:3 method="wB97M-V/def2-TZVPD" gap_ev=8.25 total_energy_ev=-93690.5904 lumo_energy_ev=-3.543 e_homo_ev=-11.79 de_lowest_kj_mol=0.0 total_charge=+1
C -6.193 8.574 13.669 0.5 -0.1 1.2
C -5.128 9.638 13.390 0.4 -0.7 -0.8
O -4.117 9.224 12.489 0.6 0.7 0.0
H -5.762 7.791 14.307 0.2 -0.1 -0.2
H -6.668 8.084 12.822 0.0 0.4 -0.2
H -6.935 9.016 14.337 -0.3 0.1 -0.4
H -4.619 9.910 14.328 -0.5 0.2 0.4
H -5.645 10.539 13.026 0.0 0.2 0.0
C -7.923 8.639 16.712 -0.6 1.1 -0.2
C -8.777 7.594 16.022 0.3 0.9 1.0
O -9.629 7.810 15.238 -0.2 -0.4 -0.4
N -8.576 6.188 16.538 0.7 -0.7 0.0
H -7.758 6.184 17.188 0.0 0.0 0.1
H -9.326 5.837 17.138 -0.5 0.4 -0.4
C -8.229 5.195 15.467 0.7 0.1 -1.1
H -8.207 8.760 17.759 0.2 -0.7 0.2
H -8.218 9.618 16.330 -0.2 -0.2 -0.5
H -6.841 8.617 16.607 0.0 -0.8 0.2
H -8.216 4.170 15.825 -0.2 0.1 0.3
H -7.228 5.458 15.128 0.1 -0.1 0.3
H -8.806 5.274 14.547 -0.6 0.2 0.4
C -5.043 13.646 9.643 0.0 -1.4 -0.2
C -4.581 12.724 10.725 0.3 0.7 0.5
O -4.447 12.944 11.880 0.1 0.1 0.3
N -4.267 11.297 10.309 -0.2 0.6 -0.8
H -4.353 10.733 11.182 0.8 -0.9 0.6
H -5.014 10.930 9.716 0.2 0.0 -0.3
C -2.879 11.142 9.680 -0.6 -0.2 0.6
H -6.001 13.166 9.407 -0.1 0.5 -0.6
H -4.366 13.534 8.795 -0.2 0.1 -0.2
H -5.180 14.690 9.895 0.1 -0.1 0.4
H -2.721 11.622 8.717 -0.7 0.1 0.0
H -2.756 10.069 9.572 0.4 0.0 0.2
H -2.195 11.598 10.389 0.2 -0.4 0.1
C 0.680 10.117 13.865 0.1 -0.5 -0.3
C -0.688 10.111 13.219 1.8 -1.0 1.2
O -0.894 10.001 12.065 -0.7 0.3 -0.5
N -1.821 10.097 14.200 0.1 0.9 0.7
H -2.619 9.718 13.649 -1.3 -0.2 -0.5
H -1.628 9.534 15.028 0.2 -0.6 -0.4
C -2.098 11.466 14.819 -0.5 -0.4 -0.3
H 0.808 9.372 14.654 -0.6 0.3 0.4
H 0.925 11.114 14.226 0.2 -0.1 0.0
H 1.398 9.740 13.137 0.0 0.7 -0.3
H -2.657 12.018 14.069 0.1 0.3 0.2
H -1.180 11.938 15.160 0.2 0.0 -0.5
H -2.692 11.315 15.718 -0.3 -0.1 -0.2
C -3.047 7.049 10.109 -0.6 0.1 -0.4
C -3.512 5.914 11.007 0.6 0.3 -1.7
O -3.278 4.795 10.717 -0.3 -0.5 0.8
N -4.225 6.290 12.293 2.0 -1.5 -0.2
H -3.720 7.141 12.558 -0.8 0.7 0.5
H -5.216 6.498 12.117 -0.2 0.0 -0.2
C -4.070 5.124 13.266 -1.6 0.5 -0.3
H -2.389 6.725 9.302 0.5 -0.6 0.7
H -2.603 7.870 10.670 -0.4 0.2 -0.1
H -3.891 7.325 9.466 -0.4 0.6 0.7
H -3.042 4.952 13.560 0.1 0.2 -0.2
H -4.545 4.287 12.763 0.5 -0.2 -0.1
H -4.733 5.334 14.101 0.4 0.2 0.2
P -7.583 5.015 11.310 0.4 -2.7 0.5
F -8.218 5.095 9.873 -0.5 1.5 -0.2
F -8.459 3.680 11.547 0.5 0.0 -0.1
F -6.268 4.295 10.576 -0.7 -0.3 0.9
F -6.868 4.670 12.768 0.4 0.7 -0.1
F -6.710 6.378 11.168 0.3 1.1 -0.1
F -8.667 5.897 12.114 -0.3 0.1 -0.6
N -6.555 5.704 18.424 2.5 -1.6 -1.6
S -5.980 6.817 19.339 -0.4 5.3 3.8
O -5.292 7.867 18.609 0.2 -1.2 0.2
O -5.541 6.482 20.661 -0.1 -0.5 -1.4
F -7.341 7.634 19.648 -0.4 -0.9 -0.1
S -5.096 5.400 17.605 0.2 -1.6 -2.2
O -3.873 5.348 18.343 -1.0 0.4 0.1
O -5.103 6.042 16.306 -0.3 -0.2 0.9
F -5.334 3.881 17.239 -0.6 0.3 0.2

***

No. 2
41
Properties=species:S:1:pos:R:3:forces:R:3 method="wB97M-V/def2-TZVPD" gap_ev=5.86 total_energy_ev=-54337.2289 lumo_energy_ev=1.871 e_homo_ev=-3.99 total_charge=-1
C -2.230 2.502 -3.182 -0.1 -0.2 0.2
C -1.736 1.196 -3.218 -0.2 -0.1 0.1
C -2.261 0.217 -2.372 0.0 0.0 0.0
C -3.295 0.557 -1.503 -0.1 0.1 0.1
S -3.994 -0.699 -0.410 0.9 -0.2 -0.8
C -3.571 -0.138 1.252 -1.0 0.8 0.6
C -4.546 0.169 2.125 0.8 -0.5 -0.9
S -1.852 0.191 1.660 1.7 0.0 -0.3
C -1.795 1.962 2.030 -0.4 0.4 0.1
C -1.507 2.875 1.011 -0.1 -0.1 -0.1
C -1.529 4.247 1.274 0.1 -0.2 0.1
C -1.785 4.717 2.564 -0.1 -0.3 -0.1
C -2.054 3.800 3.583 0.1 -0.1 0.0
C -2.062 2.427 3.322 0.0 0.0 -0.2
O -1.535 -0.502 2.880 -0.6 0.4 -0.4
O -1.096 0.023 0.446 -0.8 0.1 0.6
O -5.428 -0.605 -0.542 0.1 -0.1 0.3
O -3.289 -1.930 -0.669 -0.7 0.6 0.2
C -3.817 1.849 -1.470 0.2 0.0 0.0
C -3.261 2.828 -2.297 -0.1 -0.1 0.0
H -1.810 3.268 -3.838 -0.1 -0.2 0.2
H -0.930 0.923 -3.897 -0.2 0.1 0.2
H -1.870 -0.800 -2.371 -0.1 0.3 0.1
H -4.296 0.552 3.109 -0.1 -0.1 -0.1
H -5.583 0.009 1.843 0.1 0.1 0.1
H -1.271 2.508 0.011 -0.1 0.0 0.3
H -1.334 4.944 0.460 0.0 -0.1 0.2
H -1.777 5.788 2.773 0.0 -0.3 -0.1
H -2.258 4.147 4.595 0.1 -0.1 -0.2
H -2.268 1.710 4.117 0.1 0.2 -0.2
H -4.629 2.084 -0.780 0.2 0.0 -0.2
H -3.647 3.846 -2.241 0.1 -0.2 -0.1
N 1.013 -2.378 0.884 0.6 0.0 -0.1
C 1.430 -3.615 0.392 -0.6 2.0 0.7
O 0.814 -4.678 0.395 0.3 0.3 -0.1
C 2.821 -3.441 -0.168 0.6 0.3 -0.2
C 3.179 -2.168 0.010 0.3 -0.4 -0.2
C 2.044 -1.450 0.706 -1.6 -1.8 0.2
O 2.080 -0.269 1.042 0.1 -0.3 -0.1
H 3.340 -4.281 -0.608 0.2 0.1 -0.1
H 4.085 -1.631 -0.240 0.2 -0.2 -0.1

***

No. 3
11
Properties=species:S:1:pos:R:3:forces:R:3 method="wB97M-V/def2-TZVPD" gap_ev="9.88 / 5.90" total_energy_ev=-16540.8612 lumo_energy_ev="0.537 / -3.374" e_homo_ev="-9.34 / -9.28" de_lowest_kj_mol=202.6 multiplicity=2
S 0.306 -0.198 -1.647 0.8 0.5 -0.4
H -0.228 -1.021 -2.521 -0.4 -0.6 -0.5
O -1.383 -1.273 0.838 1.3 1.5 -1.7
C -0.791 -0.232 0.477 -2.7 -1.4 4.2
C 0.427 0.185 1.294 0.5 0.8 0.4
N 0.838 1.573 0.921 1.5 -0.7 -0.4
H -1.429 0.651 0.242 0.4 -0.2 -1.0
H 0.035 0.254 2.346 0.4 -0.4 -1.0
H 1.220 -0.581 1.209 -0.3 0.3 0.3
H 1.752 1.829 1.366 -1.3 -0.4 -0.1
H 1.138 1.490 -0.059 -0.2 0.5 0.3